Entry 1:
Here is a cluster of 2 separate species, C8H18OSi in total in a non-equilibrium geometry from the Open Molecules 2025 dataset. Energies are from ωB97M-V with the def2-TZVPD basis set.

Atoms and positions in Å:
C  -0.6459  -2.1738  -0.8966
H  -1.6156  3.3192  4.3833
H  0.7091  -4.0087  -0.9562
C  -0.2062  1.6491  1.6746
H  -1.5065  1.5484  3.9339
Si  0.7303  -0.8834  -0.6581
H  -0.0597  0.4507  -2.4439
H  0.6726  2.9770  3.1100
H  -2.4958  2.5968  2.9333
H  -1.5402  -1.7094  -1.4098
H  0.2533  -3.0523  -2.5687
H  -0.5274  3.8683  2.1218
H  -0.9891  -4.2102  -1.8027
H  -1.1028  -2.4527  0.0350
C  -0.1440  -3.4272  -1.5410
C  1.2788  -0.6037  -3.5412
H  0.4699  2.0209  0.8721
C  0.5685  0.4607  2.0416
C  -1.5694  2.5288  3.5508
C  0.9373  0.2072  -2.2423
H  2.3332  -1.1179  -3.5823
O  0.8518  -0.0920  3.0628
H  1.0757  0.0802  -4.3642
H  1.8657  -1.8158  -0.1673
C  -0.3428  2.9075  2.6480
H  1.5571  1.0673  -2.0152
H  -1.1738  1.3460  1.2909
H  0.6159  -1.4810  -3.4686

Calculated values
- 2S+1: 3
- E_HOMO (spin up / spin down): -5.91 / -10.01 eV
- E_LUMO (spin up / spin down): 0.85 / -0.91 eV
- ΔE to the lowest compared entry with this formula, charge and spin: 1.3005 eV
- Gap between HOMO and LUMO (spin up / spin down): 0.2484 / 0.3343 hartree
- Total charge: 0

=====

Entry 2:
Here is a cluster of 5 separate species, C8H19Cl8OP in total in a non-equilibrium geometry from the Open Molecules 2025 dataset. Energies are from ωB97M-V with the def2-TZVPD basis set.

Atoms and positions in Å:
O  4.6621  1.9551  2.5869
P  0.9824  2.4160  1.4589
H  1.7683  4.0875  -0.1947
C  2.6506  1.6305  1.3227
Cl  -6.0887  -3.5233  -1.7336
H  -3.7476  -2.1929  -3.2269
C  -5.0357  -4.9272  -1.5236
H  -2.5955  -3.5533  -3.2132
C  2.6914  1.6453  3.9364
H  3.3178  2.2501  0.7207
H  -2.6490  0.1282  -1.0499
Cl  2.2751  -2.3693  -3.0009
H  -3.7913  1.5152  -1.0362
C  3.3873  1.2870  2.6338
Cl  -2.4109  -2.2056  -1.2916
H  1.6779  1.2569  4.0030
Cl  -4.6486  -5.7077  -3.0633
H  5.2984  1.3969  3.0282
C  2.1102  -1.6023  -1.4163
H  -4.1119  -4.5930  -1.0653
H  3.5723  0.2078  2.6471
H  3.0995  -1.3503  -1.0522
Cl  -1.6298  -1.5782  -4.0424
C  1.1537  4.0773  0.7075
H  0.2599  1.7512  0.4670
Cl  -1.6981  2.0820  -1.9433
H  1.6212  -2.3009  -0.7479
C  -2.7750  1.1887  -0.8519
H  -5.5424  -5.6447  -0.8903
H  2.5125  0.7086  0.7566
H  0.1499  4.4043  0.4265
H  2.7144  2.7239  4.0984
Cl  1.1442  -0.1254  -1.4823
C  -2.7292  -2.4966  -3.0159
H  3.2646  1.1985  4.7556
Cl  -2.3957  1.4727  0.8538
H  1.5357  4.7869  1.4387

Calculated values
- SMILES: CPC[C@H](C)O.ClCCl.ClCCl.ClCCl.ClCCl
- E_HOMO: -8.14 eV
- E_LUMO: 0.40 eV
- Gap between HOMO and LUMO: 0.3137 hartree
- Total charge: 0

=====

Entry 3:
Here is a cluster of 2 separate species, C8H19FN5O4S in total in a non-equilibrium geometry from the Open Molecules 2025 dataset. Energies are from ωB97M-V with the def2-TZVPD basis set.

Atoms and positions in Å:
H  3.9823  0.8967  -0.7963
N  -3.1155  1.2901  -0.8530
H  -3.3089  1.4229  -1.8481
C  4.2030  -1.1061  -1.4863
H  -2.1936  1.4959  -0.4421
H  4.0466  0.7511  -2.5631
N  -3.5444  -0.3298  0.8111
F  -3.7647  -1.3097  4.0020
O  -3.6353  -3.0891  2.1943
C  1.8347  0.7449  1.4514
C  -4.7551  -0.6695  1.4742
H  0.4869  1.4645  -1.7647
H  -6.8237  0.0138  1.4748
O  1.1036  1.7819  0.8130
H  1.2951  3.3568  -0.4315
O  3.8953  -1.6238  -0.1917
O  -5.8289  -2.5864  3.2041
C  3.6408  0.3044  -1.6502
N  2.1790  0.2864  -1.7337
H  1.9107  2.2314  -2.4530
H  1.5310  0.7133  2.4996
N  -5.4089  0.9661  0.1419
H  3.8661  -1.7698  -2.2881
H  1.8140  -0.2967  -0.9890
H  -5.9779  1.6604  -0.3572
H  5.2950  -1.0482  -1.5453
C  1.5643  1.6094  -1.6206
H  2.9140  0.9094  1.4128
H  1.9580  -2.3225  -0.4782
C  -4.0246  0.7276  -0.0442
H  2.9125  -3.1249  0.7767
C  1.7606  2.3738  -0.3042
S  -4.5508  -2.0247  2.7051
H  2.8135  2.5705  -0.0796
N  -5.8750  0.1065  1.0954
H  1.5804  -0.2230  1.0147
H  3.2629  -3.4647  -0.9282
C  2.9568  -2.6892  -0.2226

Calculated values
- E_HOMO: -10.75 eV
- E_LUMO: -5.58 eV
- Gap between HOMO and LUMO: 0.1900 hartree
- Total charge: +1

=====

Entry 4:
Here is a cluster of 2 separate species, C8H19N2O in total in a non-equilibrium geometry from the Open Molecules 2025 dataset. Energies are from ωB97M-V with the def2-TZVPD basis set.

Atoms and positions in Å:
H  4.6607  0.7803  -0.9929
H  -0.3132  0.4516  1.6364
H  4.7929  -0.9089  -0.4641
H  -4.2950  -0.4967  -0.9532
N  0.0651  0.6216  0.6899
C  3.0757  -0.0246  0.2072
H  -0.5596  1.4181  0.3336
C  -0.0690  -0.3139  -0.3626
H  5.1357  0.2016  0.7567
H  -4.0543  1.8517  -1.2577
H  1.1703  1.0210  0.6553
H  -3.0965  2.1002  0.1721
H  -2.4061  -0.0623  1.4138
H  2.8105  1.8991  -0.1848
C  -1.8914  -1.4067  -0.1578
H  -2.2636  1.2165  -1.1068
N  2.3201  -0.8576  -0.6912
C  -3.3248  1.3902  -0.6099
H  -2.2124  -2.1737  -0.8278
H  2.9797  -0.5668  1.1834
C  0.9798  -1.3552  -0.3970
H  1.1471  -1.5797  0.6405
H  2.3178  -0.4975  -1.7283
O  2.5034  1.2663  0.4218
H  -3.4895  -1.4519  1.3197
H  0.8601  -2.2787  -0.9092
C  -3.9177  0.1034  -0.1026
H  -4.5937  0.2614  0.7246
C  -2.8343  -0.7334  0.7150
C  4.5026  0.1248  -0.1243

Calculated values
- E_HOMO (spin up / spin down): -11.75 / -12.74 eV
- E_LUMO (spin up / spin down): -4.68 / -3.50 eV
- ΔE to the lowest compared entry with this formula, charge and spin: 6.9396 eV
- Gap between HOMO and LUMO (spin up / spin down): 0.2596 / 0.3395 hartree
- Total charge: +1

=====

Entry 5:
Here is a cluster of 2 separate species, C8H19N3 in total in a non-equilibrium geometry from the Open Molecules 2025 dataset. Energies are from ωB97M-V with the def2-TZVPD basis set.

Atoms and positions in Å:
H  3.5929  1.3326  0.9030
H  0.2114  2.2204  0.7269
N  1.2426  0.7046  -0.2524
N  -0.7381  0.1340  -2.0233
H  0.9340  2.7011  -0.9095
H  -3.0861  0.7209  1.0585
H  -2.4395  -1.7012  -1.3362
C  -1.1658  -1.5713  1.2054
C  3.5725  0.3613  0.4681
C  -2.7519  -1.0386  -0.5786
H  4.2537  0.4334  -0.4094
H  -3.4755  -1.4927  0.1811
H  -1.9641  1.6718  -0.0546
H  3.0108  -2.0104  -0.0613
H  -2.0476  -1.7410  1.8536
H  -1.6480  -0.0197  -2.4900
H  -0.0140  0.4260  -2.5908
C  1.0621  2.0938  0.0480
H  -3.2443  -0.1309  -1.0701
N  2.1944  -1.4108  -0.2372
H  -0.3226  -1.3185  1.7958
H  2.0661  2.5246  0.5203
H  -1.6522  1.5360  1.6337
H  1.3062  -1.8628  -0.2708
H  -1.0740  -2.5204  0.5467
C  -2.0393  0.9201  0.7110
C  2.2483  -0.1068  0.0321
C  -0.6052  -0.0523  -0.7580
C  -1.5839  -0.4690  0.2394
H  4.1570  -0.3341  1.1184

Calculated values
- E_HOMO: -18.26 eV
- E_LUMO: -9.24 eV
- ΔE to the lowest compared entry with this formula, charge and spin: 1.9653 eV
- Gap between HOMO and LUMO: 0.3315 hartree
- Total charge: +2

=====

Entry 6:
Here is a cluster of 2 separate species, C8H19N4OSi in total in a non-equilibrium geometry from the Open Molecules 2025 dataset. Energies are from ωB97M-V with the def2-TZVPD basis set.

Atoms and positions in Å:
H  -2.1660  1.8422  -1.2819
H  -2.9064  0.2054  2.6091
H  -3.0497  0.4433  -2.0576
C  1.5986  -0.4920  -0.8033
H  2.4199  -2.4050  -1.3418
C  0.8945  3.5952  0.0332
Si  -2.4026  -0.3083  0.1374
H  -2.3973  -2.2251  -1.3515
H  1.7910  -1.5767  -2.7081
H  1.7408  3.5538  0.6335
H  0.2291  4.4778  0.1914
H  -1.4429  -2.7829  0.0887
H  -0.6548  0.8863  1.9655
H  -4.0444  -0.8041  1.7537
C  -3.0305  -0.5516  1.8618
H  -2.5702  -1.4196  2.2139
C  0.5840  1.1193  0.2671
C  2.3483  -1.3515  -1.7362
O  0.1053  2.4358  0.3740
C  1.2669  0.3077  1.2601
C  -1.6507  -1.9637  -0.6207
N  -0.2378  0.2650  1.1841
H  -0.6958  -1.6776  -1.0569
H  1.0874  3.7396  -1.1160
N  0.8480  0.5108  -1.0371
H  -1.2615  0.5194  -1.7976
H  1.6108  0.5119  2.2182
N  2.5904  -1.8451  1.0181
H  3.2964  -1.6892  1.7250
H  3.1286  -2.2728  0.1560
H  3.3422  -1.0801  -1.9176
N  1.8631  -0.7189  0.5125
C  -2.2346  0.7505  -1.3770

Calculated values
- E_HOMO: -11.83 eV
- E_LUMO: -3.40 eV
- ΔE to the lowest compared entry with this formula, charge and spin: 1.8880 eV
- Gap between HOMO and LUMO: 0.3097 hartree
- Total charge: +1

=====

Entry 7:
Here is the ion C8H19N6P with charge +2 in a non-equilibrium geometry from the Open Molecules 2025 dataset. Energies are from ωB97M-V with the def2-TZVPD basis set.

Atoms and positions in Å:
C  0.0317  -1.2844  3.6660
H  -1.7944  1.6546  -1.0118
N  0.8190  -0.8274  0.2043
C  0.2965  -0.5688  1.3644
H  -2.0006  -0.0900  -4.3503
H  -2.7352  2.8446  0.8520
H  0.0551  -1.0662  -3.3087
C  -1.3174  1.3898  0.8848
H  2.1218  1.4898  -3.7557
P  0.1212  0.3470  -1.2637
H  1.5134  -2.6284  1.0101
H  0.2940  -0.2820  4.0502
H  2.6993  2.8926  -1.7706
N  -1.0589  1.2781  -0.3670
H  -1.1348  -1.4907  -2.2462
C  -1.7796  0.1973  -3.3330
C  -0.7071  -0.5956  -2.6226
H  2.6677  -1.9818  2.3684
N  0.6011  -1.4326  2.3116
H  0.3410  -2.2265  4.2242
H  -2.8155  0.2205  -2.8947
H  -1.4425  1.1691  -3.4771
H  2.3229  -0.0318  -2.9117
C  2.1304  1.0522  -2.7909
C  2.6239  1.7407  -1.5809
H  1.4351  -3.3147  2.5404
H  -1.0613  -1.3241  3.5462
H  3.0603  1.2770  -0.8081
N  -2.1840  2.1944  1.4319
H  -2.2369  2.1040  2.4640
N  1.1148  1.5165  -1.8251
C  1.7130  -2.3959  2.0271
N  -0.6095  0.4958  1.7552
H  -0.7136  0.4616  2.7832

Calculated values
- SMILES: CC[P@]1(N2CC2)=NC(=[N+](C)C)NC(=[NH2+])N1
- E_HOMO: -15.82 eV
- E_LUMO: -6.34 eV
- ΔE to the lowest compared entry with this formula, charge and spin: 3.6990 eV
- Gap between HOMO and LUMO: 0.3486 hartree
- Total charge: +2

=====

Entry 8:
Here is a structure of composition C8H19NO4S3Sm in a non-equilibrium geometry from the Open Molecules 2025 dataset. Energies are from ωB97M-V with the def2-TZVPD basis set.

Atoms and positions in Å:
H  -0.3673  -3.2480  -1.2555
H  0.6856  3.0402  1.2115
O  -1.1803  -0.6038  -2.4537
C  1.1542  2.1383  -0.7380
C  -1.3050  -0.8158  4.2882
H  -2.9102  1.5200  -1.2790
H  3.3214  -2.0684  -0.4021
O  -2.4978  -2.6929  -2.9769
H  -1.2921  -1.9081  4.1766
C  2.3531  -0.1647  -0.8399
H  1.1356  -4.2419  -1.0826
H  0.7727  -0.6888  4.5587
H  1.8956  1.0016  0.7814
H  0.0924  3.9735  -0.1926
N  1.5016  0.8173  -0.1394
H  -2.8044  3.3105  -1.1988
C  0.7284  -3.2044  -1.1184
Sm  -0.7407  -0.3677  -0.4644
C  -2.2241  2.3691  -1.1355
S  1.1316  -2.3785  0.5476
H  1.8752  -0.4551  -1.8023
S  -2.6082  -1.3739  -2.3851
S  -1.4387  2.2639  0.5609
O  -2.6670  -1.4935  -0.7893
C  0.2314  2.9553  0.2057
H  0.6767  1.9847  -1.7344
H  1.2087  -2.6323  -1.9357
C  -0.1760  -0.1497  4.4988
H  -0.1948  0.9435  4.5528
H  2.1004  2.6867  -0.9021
H  -1.4505  2.3627  -1.9199
O  -3.6608  -0.4858  -2.8460
H  3.0089  -1.0817  1.0350
H  3.3041  0.3372  -1.0812
C  2.5977  -1.3838  0.0608
H  -2.2573  -0.2657  4.1949

Calculated values
- 2S+1: 6
- E_HOMO (spin up / spin down): -13.03 / -13.04 eV
- E_LUMO (spin up / spin down): -4.65 / -3.10 eV
- Gap between HOMO and LUMO (spin up / spin down): 0.3078 / 0.3653 hartree
- Total charge: +1